Density functional theory data (ωB97M-V with the def2-TZVPD basis set) for a structure of composition C15H28ClN2O7PRe.

Results
Spin multiplicity: 2
Net charge: +4
Expectation value of S²: 0.787
LUMO energy (spin up / spin down): -13.69 / -13.11 eV

Atoms and positions in Å:
Re1 0.579 -0.016 0.658
C1 3.603 0.620 0.105
O1 2.554 0.333 1.112
C2 2.865 0.829 2.463
C3 1.681 1.665 2.898
O2 0.462 0.931 2.533
C4 -0.144 0.049 3.540
C5 0.466 -1.328 3.423
O3 0.548 -1.616 1.995
C6 1.229 -2.896 1.723
H1 3.564 1.680 -0.137
H2 3.391 -0.013 -0.750
H3 4.555 0.342 0.550
H4 3.773 1.428 2.409
H5 3.054 -0.042 3.088
H6 1.619 2.610 2.360
H7 1.678 1.854 3.971
H8 -1.201 0.037 3.280
H9 -0.017 0.492 4.527
H10 -0.169 -2.079 3.895
H11 1.470 -1.399 3.844
H12 0.768 -3.650 2.358
H13 2.288 -2.780 1.950
H14 1.061 -3.113 0.675
Cl1 2.670 -0.024 -6.339
C7 2.161 -0.313 -4.740
C8 2.140 -1.614 -4.222
C9 1.729 -1.872 -2.919
C10 1.340 -0.830 -2.098
O4 0.935 -1.121 -0.841
C11 1.352 0.498 -2.601
C12 0.942 1.611 -1.832
O5 0.587 1.592 -0.615
C13 1.755 0.739 -3.933
H15 2.454 -2.431 -4.861
H16 1.722 -2.883 -2.535
H17 0.917 2.591 -2.313
H18 1.759 1.745 -4.336
N1 -4.449 -1.335 -1.624
C14 -3.642 -1.225 -0.357
P1 -2.665 0.343 -0.342
O6 -2.549 0.824 -1.735
O7 -1.419 -0.031 0.495
C15 -3.624 1.647 0.564
N2 -3.681 2.883 -0.298
H19 -3.952 -0.883 -2.406
H20 -5.373 -0.895 -1.554
H21 -4.617 -2.317 -1.871
H22 -2.925 -2.046 -0.367
H23 -4.303 -1.367 0.498
H24 -3.212 1.911 1.536
H25 -4.651 1.317 0.723
H26 -4.598 3.341 -0.245
H27 -3.492 2.622 -1.282
H28 -2.989 3.584 -0.023